DFT (ωB97M-V/def2-TZVPD) results for one molecule with the formula C5H9N.

Geometry as ORCA input:
```
! RIJCOSX wB97M-V def2-TZVPD def2/J DEFGRID3
* xyz 0 1
C -1.3237 0.4267 -0.4404
N -0.0888 1.4484 2.0363
C 0.5597 0.5028 1.2668
C 0.1049 0.1359 0.0218
C 0.9491 -0.8309 -0.6619
C 0.6404 -1.6720 -1.6863
H -1.2037 0.1084 -1.4816
H -1.8088 1.3775 -0.5524
H -2.0278 -0.3116 -0.0429
H -0.5784 2.1496 1.5161
H 0.2623 1.5468 2.9789
H 1.5463 0.0748 1.5568
H 1.9700 -1.0038 -0.2692
H -0.2678 -1.4027 -2.3389
H 1.2662 -2.5499 -1.9033
*
```

Output
* structure (SMILES): C=C/C(C)=C/N
* relative energy (zero: lowest compared OMol25 entry of this formula, charge and spin): 41.09 kcal per mole
* lowest unoccupied orbital energy: 0.9 eV

Here are the natural (NBO) charges for atoms 1 to 2, given in e:
1. C -0.664
2. N -0.830



DFT (ωB97M-V/def2-TZVPD) results for one molecule with the formula C5H9N.

Geometry as ORCA input:
```
! RIJCOSX wB97M-V def2-TZVPD def2/J DEFGRID3
* xyz 0 1
C 3.0673 0.3822 0.0803
C 1.7171 -0.1105 -0.0726
C 0.5796 -0.4869 -0.1574
C -0.7777 -1.0227 -0.2806
C -1.8506 -0.1902 0.4667
H 3.5892 0.4635 -0.6818
H 3.6665 -0.3331 1.0333
H 3.0790 1.4611 -0.0015
H -1.0723 -1.1771 -1.3966
H -0.8004 -1.9814 0.1144
H -1.6183 -0.0892 1.5399
H -2.8263 -0.6807 0.4818
H -2.3235 0.9575 -1.1942
H -2.5082 1.7374 0.2650
N -1.9215 1.0701 -0.1966
*
```

Output
* structure (SMILES): CC#CCCN
* relative energy (zero: lowest compared OMol25 entry of this formula, charge and spin): 92.71 kcal per mole
* lowest unoccupied orbital energy: 1.0 eV

Here are the natural (NBO) charges for atoms 1 to 2, given in e:
1. C -0.654
2. C -0.013



DFT (ωB97M-V/def2-TZVPD) results for one molecule with the formula C5H9N.

Geometry as ORCA input:
```
! RIJCOSX wB97M-V def2-TZVPD def2/J DEFGRID3
* xyz 0 1
C 0.0210 -1.2853 0.2681
C -0.0415 -0.4748 -1.1447
C -1.1211 0.8128 0.4235
C 0.1095 0.1445 1.1234
C 1.1800 0.9211 0.0424
H 0.9830 -2.0566 0.3399
H -0.9085 -1.6961 0.5820
H -0.8233 -0.7017 -1.9126
H 0.8457 -0.9026 -1.7917
H -1.1962 1.8544 0.9487
H -2.2697 0.3442 0.1116
H 0.0800 -0.1431 2.1764
H 1.4791 1.9569 0.3010
H 1.9111 0.2338 -0.6481
N -0.2491 0.9924 -0.8199
*
```

Output
* structure (SMILES): C1CN2CC1C2
* relative energy (zero: lowest compared OMol25 entry of this formula, charge and spin): 117.56 kcal per mole
* lowest unoccupied orbital energy: 1.1 eV

Here are the natural (NBO) charges for atoms 1 to 2, given in e:
1. C -0.431
2. C -0.304



Repeat the third record exactly.
DFT (ωB97M-V/def2-TZVPD) results for one molecule with the formula C5H9N.

Geometry as ORCA input:
```
! RIJCOSX wB97M-V def2-TZVPD def2/J DEFGRID3
* xyz 0 1
C 0.0210 -1.2853 0.2681
C -0.0415 -0.4748 -1.1447
C -1.1211 0.8128 0.4235
C 0.1095 0.1445 1.1234
C 1.1800 0.9211 0.0424
H 0.9830 -2.0566 0.3399
H -0.9085 -1.6961 0.5820
H -0.8233 -0.7017 -1.9126
H 0.8457 -0.9026 -1.7917
H -1.1962 1.8544 0.9487
H -2.2697 0.3442 0.1116
H 0.0800 -0.1431 2.1764
H 1.4791 1.9569 0.3010
H 1.9111 0.2338 -0.6481
N -0.2491 0.9924 -0.8199
*
```

Output
* structure (SMILES): C1CN2CC1C2
* relative energy (zero: lowest compared OMol25 entry of this formula, charge and spin): 117.56 kcal per mole
* lowest unoccupied orbital energy: 1.1 eV

Here are the natural (NBO) charges for atoms 1 to 2, given in e:
1. C -0.431
2. C -0.304